# 1
{"formula": "C8H10", "method": "ωB97M-V/def2-TZVPD", "elements": ["C", "C", "C", "C", "C", "C", "C", "C", "H", "H", "H", "H", "H", "H", "H", "H", "H", "H"], "coordinates": [[2.092, -1.438, 0.110], [0.599, -1.607, 0.533], [0.016, 0.322, -1.020], [-0.143, -0.301, 0.231], [-1.013, 0.391, 1.132], [-1.733, 1.519, 0.787], [-1.496, 2.080, -0.542], [-0.717, 1.394, -1.495], [2.385, -0.453, 0.478], [2.693, -2.222, 0.611], [2.367, -1.547, -0.939], [0.602, -1.887, 1.581], [0.131, -2.415, -0.037], [0.673, -0.202, -1.721], [-1.154, -0.095, 2.110], [-2.377, 1.950, 1.542], [-2.147, 2.914, -0.807], [-0.776, 1.599, -2.556]], "forces_ev_per_angstrom": [[0.065, -0.848, 0.993], [0.261, 1.586, -1.192], [0.303, -1.089, -2.229], [0.089, 0.711, 1.968], [-0.046, -1.315, 0.019], [1.333, -0.650, -0.681], [-1.292, 0.676, 0.345], [-0.409, -0.357, 1.809], [0.306, -0.107, -0.141], [-0.042, 0.310, 0.018], [-0.540, 0.229, -0.186], [-0.304, 0.165, 0.202], [0.019, -0.410, -0.134], [-0.169, 0.137, -0.100], [-0.095, 0.361, -0.193], [-0.104, 0.297, -0.250], [0.244, -0.089, -0.266], [0.380, 0.392, 0.017]], "lowdin_spin": [0.0454, 0.0687, 0.1218, 0.1827, 0.0475, 0.1338, 0.2178, 0.0583, 0.0059, 0.0105, 0.0104, 0.0048, 0.0331, 0.0231, 0.0022, 0.0118, 0.0189, 0.0034], "e_above_lowest_kj_mol": 24.2, "orbital_gap_ev": [3.361, 7.663], "charge": -1, "e_homo_ev": [1.1, -3.5], "spin_multiplicity": 2}

# 2
{"formula": "C26H72Cl2O27P6", "method": "ωB97M-V/def2-TZVPD", "elements": ["C", "O", "P", "O", "O", "C", "O", "C", "H", "H", "H", "H", "H", "H", "H", "H", "H", "C", "O", "P", "O", "O", "C", "O", "C", "H", "H", "H", "H", "H", "H", "H", "H", "H", "C", "O", "P", "O", "O", "C", "O", "C", "H", "H", "H", "H", "H", "H", "H", "H", "H", "C", "O", "P", "O", "O", "C", "O", "C", "H", "H", "H", "H", "H", "H", "H", "H", "H", "C", "O", "P", "O", "O", "C", "O", "C", "H", "H", "H", "H", "H", "H", "H", "H", "H", "C", "O", "P", "O", "O", "C", "O", "C", "H", "H", "H", "H", "H", "H", "H", "H", "H", "C", "O", "C", "C", "O", "C", "C", "O", "C", "H", "H", "H", "H", "H", "H", "H", "H", "H", "H", "H", "H", "H", "H", "Cl", "C", "C", "Cl", "H", "H", "H", "H"], "coordinates": [[-1.412, -8.579, -3.882], [-2.237, -7.439, -3.845], [-2.246, -6.309, -5.000], [-0.959, -5.735, -5.363], [-3.262, -5.264, -4.327], [-2.853, -4.334, -3.305], [-3.105, -6.947, -6.157], [-4.314, -7.637, -5.884], [-0.838, -8.640, -2.953], [-0.754, -8.623, -4.751], [-2.040, -9.478, -3.854], [-3.386, -4.534, -2.384], [-3.070, -3.355, -3.732], [-1.764, -4.369, -3.239], [-4.896, -7.375, -5.002], [-4.128, -8.711, -5.905], [-5.009, -7.476, -6.711], [2.568, 5.984, 0.614], [1.440, 6.432, -0.124], [0.733, 5.470, -1.189], [1.436, 5.261, -2.460], [-0.708, 6.128, -1.396], [-1.301, 6.907, -0.338], [0.415, 4.148, -0.268], [-0.956, 3.711, -0.179], [3.408, 6.670, 0.503], [2.920, 4.986, 0.360], [2.337, 5.993, 1.682], [-0.882, 6.594, 0.623], [-2.344, 6.615, -0.249], [-1.092, 7.965, -0.440], [-1.068, 2.639, -0.029], [-1.378, 3.965, -1.149], [-1.535, 4.235, 0.582], [0.104, -1.556, -2.461], [0.836, -0.590, -1.679], [0.523, -0.479, -0.135], [-0.887, -0.144, 0.149], [1.507, 0.655, 0.456], [1.332, 1.138, 1.764], [1.082, -1.861, 0.455], [2.494, -2.143, 0.499], [0.233, -2.577, -2.119], [0.380, -1.337, -3.492], [-0.940, -1.224, -2.467], [2.320, 1.368, 2.165], [0.798, 0.508, 2.483], [0.686, 2.022, 1.764], [2.707, -3.104, 0.038], [2.807, -2.165, 1.542], [3.008, -1.340, -0.030], [-0.063, -0.335, 7.422], [-0.930, 0.579, 6.768], [-0.988, 0.692, 5.181], [-0.008, 1.619, 4.597], [-0.892, -0.840, 4.725], [-1.279, -1.297, 3.432], [-2.508, 1.027, 4.862], [-3.225, 2.119, 5.438], [0.447, -0.992, 6.713], [-0.614, -1.049, 8.038], [0.670, 0.193, 8.028], [-1.890, -0.663, 2.793], [-1.812, -2.233, 3.615], [-0.383, -1.586, 2.876], [-3.466, 2.858, 4.681], [-2.685, 2.512, 6.300], [-4.146, 1.739, 5.883], [-4.401, -0.673, 1.092], [-5.076, -0.049, 0.011], [-4.504, -0.046, -1.463], [-3.711, -1.213, -1.898], [-5.842, 0.159, -2.314], [-5.819, 0.010, -3.706], [-3.779, 1.376, -1.536], [-2.930, 1.772, -2.601], [-4.536, -0.031, 1.964], [-3.331, -0.797, 0.911], [-4.887, -1.631, 1.293], [-5.820, 0.921, -4.318], [-6.767, -0.454, -3.996], [-5.055, -0.603, -4.189], [-1.973, 2.108, -2.192], [-3.178, 2.678, -3.160], [-2.745, 0.901, -3.228], [-2.270, -3.617, 0.360], [-2.357, -4.963, -0.041], [-2.141, -6.159, 0.981], [-3.125, -6.275, 2.058], [-2.113, -7.420, 0.007], [-3.157, -8.377, 0.030], [-0.647, -5.883, 1.506], [-0.337, -5.795, 2.892], [-2.602, -3.410, 1.381], [-2.835, -2.995, -0.335], [-1.248, -3.222, 0.324], [-2.763, -9.336, 0.368], [-3.619, -8.394, -0.956], [-3.964, -8.185, 0.743], [0.494, -6.488, 3.073], [-1.129, -6.262, 3.480], [-0.003, -4.799, 3.165], [8.033, 8.342, -1.483], [7.284, 7.450, -2.266], [5.892, 7.626, -2.169], [5.080, 6.480, -2.727], [5.283, 5.258, -2.018], [4.650, 4.166, -2.664], [4.178, 3.054, -1.797], [5.180, 2.047, -1.671], [4.692, 1.023, -0.830], [9.095, 8.182, -1.648], [7.857, 8.120, -0.422], [7.739, 9.373, -1.697], [5.602, 8.561, -2.661], [5.691, 7.671, -1.087], [5.484, 6.208, -3.712], [4.021, 6.738, -2.773], [5.340, 3.919, -3.491], [3.849, 4.463, -3.359], [3.334, 2.534, -2.259], [3.795, 3.582, -0.915], [5.436, 0.227, -0.748], [3.845, 0.511, -1.303], [4.499, 1.419, 0.168], [3.739, 2.999, 4.266], [3.062, 1.682, 5.225], [4.189, 0.793, 5.802], [4.639, -0.570, 4.756], [2.524, 1.009, 4.560], [2.375, 2.064, 5.972], [3.746, 0.455, 6.739], [5.099, 1.356, 5.977]], "forces_ev_per_angstrom": [[0.197, -0.971, 0.404], [-0.203, 0.850, -0.437], [-1.050, 0.526, 2.022], [0.275, -0.353, -0.430], [0.023, -1.057, -0.595], [0.591, 0.290, -1.295], [0.135, 0.463, 0.061], [-1.060, -0.905, -0.851], [0.188, 0.332, -0.216], [0.004, 0.141, 0.076], [-0.064, 0.167, -0.321], [0.131, -0.010, 0.067], [-0.306, 0.107, 0.476], [-0.056, -0.156, 0.578], [0.699, 0.345, 0.365], [0.176, -0.003, 0.336], [0.290, 0.291, -0.167], [0.807, 0.050, 0.918], [-0.348, -0.246, -0.724], [-0.336, -0.461, 0.660], [-0.239, -0.236, 0.762], [0.596, 0.684, 0.126], [0.290, -1.065, 0.948], [0.243, 0.648, -0.338], [-0.309, 0.223, -1.024], [-0.161, 0.071, -0.420], [-0.232, -0.007, -0.219], [-0.301, -0.118, -0.099], [0.180, 0.135, -0.038], [-0.213, 0.477, -0.529], [-0.282, 0.066, -0.379], [0.622, -0.048, 0.132], [-0.564, -0.301, 0.168], [0.326, 0.101, 0.187], [-0.978, 1.517, -0.623], [0.924, 0.337, 0.529], [-0.135, 0.975, 0.628], [0.344, -0.903, 0.294], [-0.153, -1.577, -1.900], [-0.683, 0.845, 1.258], [-0.780, 0.061, 0.268], [-0.053, 0.562, -0.084], [0.152, -0.026, -0.097], [0.596, -0.665, 0.081], [-0.141, -0.580, 0.518], [-0.113, 0.119, -0.068], [0.307, -0.604, -0.439], [0.434, 0.171, -0.221], [-0.235, 0.004, -0.095], [0.010, 0.052, -0.011], [0.322, -0.204, 0.072], [0.544, -0.975, -0.017], [-0.345, 0.009, -0.367], [-0.196, -0.310, -0.326], [-0.251, -0.320, 0.167], [-0.188, 1.322, 0.376], [0.309, -1.459, -0.483], [0.242, -0.314, 0.057], [-0.133, -0.201, 0.848], [0.173, 0.343, -0.124], [-0.333, 0.469, 0.153], [-0.109, 0.123, -0.027], [0.087, 0.509, 0.471], [-0.189, 0.141, -0.079], [0.019, 0.279, -0.028], [0.237, 0.115, 0.017], [0.201, 0.414, -0.330], [-0.073, -0.192, -0.370], [0.116, -0.199, 0.627], [-0.136, 0.382, -1.174], [0.081, 0.029, -0.334], [-0.091, 0.604, 0.260], [0.611, 0.080, 0.782], [-1.132, -0.429, -2.226], [-0.402, 0.226, 0.361], [1.476, -0.234, -0.011], [0.030, -0.024, -0.098], [-0.083, -0.022, -0.172], [0.206, 0.005, -0.055], [0.191, 0.536, 0.857], [0.056, -0.116, 0.231], [0.373, -0.233, 0.930], [0.068, -0.632, 0.316], [-1.251, -0.365, -0.015], [0.073, 0.269, -0.378], [0.514, 1.536, 0.240], [0.002, -1.001, -0.159], [0.078, 0.406, 0.144], [-0.057, 0.057, 0.204], [0.677, 1.057, 0.522], [-0.883, -0.581, 0.331], [-0.610, -0.107, -0.881], [0.572, -1.712, 0.274], [-0.355, -0.432, -0.038], [-0.202, -0.235, 0.013], [0.137, -0.449, -0.135], [0.215, -0.047, -0.551], [0.278, -0.315, -0.081], [0.274, 0.631, 0.058], [0.207, 0.311, -0.207], [-0.310, 0.858, 0.144], [-0.477, 0.139, 0.032], [-0.549, -0.232, 0.439], [0.391, -0.688, -1.002], [0.130, -0.216, 1.270], [1.280, -1.161, -0.742], [-0.889, 0.445, 1.456], [0.689, 0.808, -2.892], [0.194, -0.230, -0.955], [-0.177, 0.494, 0.990], [0.630, -0.527, -0.377], [-0.032, 0.016, -0.374], [-0.094, 0.240, 0.089], [0.208, 0.144, 0.062], [-0.202, 0.041, 0.060], [-0.459, 0.340, -0.060], [-0.396, 0.758, -0.454], [-0.068, 0.060, -0.057], [0.373, -1.090, 0.577], [-0.643, 0.566, 1.006], [-0.316, 0.383, -0.088], [0.398, -0.752, 0.652], [0.332, 0.323, 0.025], [-0.470, 0.384, 0.313], [-0.423, -0.175, 0.051], [-0.055, 0.372, -0.242], [0.851, -1.407, -0.574], [-0.938, 1.038, 0.512], [-0.174, -0.002, 0.009], [-0.413, 0.433, -0.046], [0.173, 0.148, 0.074], [0.572, -0.597, 0.037], [-0.036, 0.023, 0.181]], "mulliken_charge": [-0.8030, -0.0028, 0.7873, -0.7135, -0.2912, -0.5580, -0.3532, -0.6321, 0.2215, 0.3749, 0.2817, 0.2052, 0.2728, 0.3178, 0.2858, 0.2769, 0.2842, -0.2407, -0.3229, 0.6463, -0.6902, -0.3386, -0.7580, 0.3203, -0.6295, 0.1986, -0.1632, 0.2806, 0.3142, 0.3085, 0.2831, -0.0308, 0.6213, 0.2059, -0.6680, -0.4135, 0.3698, -0.4182, 0.4188, -0.0029, -0.1270, -0.5278, 0.3141, 0.3896, 0.1439, 0.0683, -0.2327, 0.0935, 0.2461, 0.2687, 0.0094, -0.6653, -0.3723, 0.7967, -0.4410, -0.4188, -0.5421, -0.2236, -0.7454, 0.2733, 0.2711, 0.2884, 0.3387, 0.4129, 0.1301, 0.2560, 0.3226, 0.2730, -0.0186, -0.4918, 0.6553, -0.0916, -0.4030, -0.7139, -0.1700, -0.3100, 0.3038, -0.3230, 0.3423, 0.3071, 0.3053, 0.2372, -0.1021, 0.3062, 0.2554, -0.7656, 0.0949, 0.9311, -0.7730, -0.1887, -0.7832, -0.2869, -0.6875, 0.3004, 0.0051, 0.4806, 0.2922, 0.2170, 0.3668, 0.2809, 0.3793, 0.1588, -0.7236, -0.3392, -0.5118, -0.4251, -0.3011, -0.9872, 0.5395, -0.4680, -0.5381, 0.2545, 0.3098, 0.2878, 0.3583, 0.2375, 0.3922, 0.3385, 0.4413, 0.4596, 0.2037, -0.2925, 0.3726, 0.1196, 0.2827, -0.1890, 0.2014, -0.4171, -0.1781, -0.2464, 0.2457, 0.2532, 0.3628], "orbital_gap_ev": 9.317, "smiles": "COP(=O)(OC)OC.COP(=O)(OC)OC.COP(=O)(OC)OC.COP(=O)(OC)OC.COP(=O)(OC)OC.COP(=O)(OC)OC.COCCOCCOC.ClCCCl", "charge": 0, "e_homo_ev": -9.0}

# 3
{"formula": "CH7N2O", "method": "ωB97M-V/def2-TZVPD", "elements": ["O", "H", "H", "H", "N", "C", "N", "H", "H", "H", "H"], "coordinates": [[-0.235, 0.781, 2.505], [-0.124, -0.039, 0.539], [-0.449, 0.769, 3.434], [0.184, 1.625, 2.363], [-0.592, -0.386, -0.297], [0.373, -0.703, -1.406], [1.000, 0.343, -1.845], [-1.172, -1.171, -0.016], [-1.003, 0.360, -0.918], [0.315, -1.700, -1.825], [1.704, 0.121, -2.534]], "forces_ev_per_angstrom": [[-0.109, -0.363, -0.427], [-0.114, 0.433, -0.070], [-0.128, -0.108, 0.467], [0.278, 0.487, -0.121], [0.527, 0.533, -1.897], [0.662, -3.128, 0.614], [0.382, 2.044, -0.147], [-0.312, 0.226, -0.434], [-0.737, -0.014, 1.845], [-0.322, -0.052, 0.248], [-0.127, -0.057, -0.079]], "lowdin_spin": [0.0028, 0.0123, 0.0002, 0.0001, 0.0665, 0.4480, 0.3826, 0.0032, 0.0289, 0.0409, 0.0145], "e_above_lowest_kj_mol": 167.4, "orbital_gap_ev": [4.405, 8.910], "charge": 0, "e_homo_ev": [-4.0, -8.5], "spin_multiplicity": 2}

# 4
{"formula": "C26H25BrFN5O4", "method": "ωB97M-V/def2-TZVPD", "elements": ["N", "C", "O", "C", "C", "N", "C", "O", "C", "C", "C", "C", "C", "Br", "C", "C", "C", "C", "C", "N", "C", "C", "N", "C", "C", "C", "C", "F", "C", "C", "C", "C", "C", "N", "O", "O", "C", "H", "H", "H", "H", "H", "H", "H", "H", "H", "H", "H", "H", "H", "H", "H", "H", "H", "H", "H", "H", "H", "H", "H", "H", "H"], "coordinates": [[-3.292, -5.222, -0.878], [-2.992, -4.191, -0.055], [-2.197, -4.296, 0.850], [-3.743, -2.913, -0.395], [-3.326, -1.752, 0.523], [-4.123, -0.569, 0.244], [-5.406, -0.457, 0.653], [-5.989, -1.343, 1.247], [-6.066, 0.843, 0.316], [-7.441, 0.845, 0.103], [-8.103, 2.023, -0.190], [-7.404, 3.217, -0.259], [-6.040, 3.208, -0.025], [-5.069, 4.849, -0.091], [-5.359, 2.038, 0.259], [-1.866, -1.424, 0.377], [-0.964, -1.646, 1.421], [0.365, -1.329, 1.295], [0.891, -0.764, 0.114], [2.168, -0.305, 0.072], [3.156, -0.748, 1.032], [4.556, -0.534, 0.461], [4.788, 0.879, 0.280], [6.055, 1.410, 0.232], [7.183, 0.592, 0.096], [8.455, 1.130, 0.078], [8.613, 2.498, 0.185], [9.859, 3.028, 0.163], [7.522, 3.336, 0.317], [6.253, 2.793, 0.346], [3.618, 1.652, -0.060], [2.594, 0.777, -0.783], [-0.009, -0.650, -0.971], [0.404, -0.402, -2.308], [1.521, -0.766, -2.646], [-0.403, 0.102, -3.073], [-1.367, -0.938, -0.810], [-2.865, -6.117, -0.708], [-3.986, -5.150, -1.600], [-3.562, -2.658, -1.441], [-4.812, -3.089, -0.258], [-3.539, -2.056, 1.554], [-3.715, 0.133, -0.352], [-7.975, -0.090, 0.177], [-9.169, 2.020, -0.360], [-7.911, 4.143, -0.482], [-4.299, 2.073, 0.464], [-1.324, -2.074, 2.343], [1.014, -1.486, 2.139], [3.012, -1.813, 1.228], [3.068, -0.199, 1.980], [5.286, -0.929, 1.173], [4.649, -1.093, -0.482], [7.074, -0.474, -0.014], [9.321, 0.497, -0.030], [7.670, 4.401, 0.405], [5.412, 3.453, 0.479], [3.155, 2.087, 0.839], [3.898, 2.469, -0.730], [3.029, 0.395, -1.717], [1.727, 1.392, -1.046], [-1.999, -0.807, -1.678]], "forces_ev_per_angstrom": [[-0.010, -0.445, -0.216], [-0.399, 0.164, -0.460], [0.221, 0.021, 0.446], [0.096, 0.144, 0.461], [-0.103, -0.399, -0.012], [0.272, -0.001, -0.103], [0.060, 0.231, -0.173], [-0.128, -0.251, 0.118], [-0.285, 0.198, 0.036], [0.109, -0.106, 0.033], [0.044, -0.057, 0.007], [0.133, 0.102, 0.027], [0.103, 0.255, -0.056], [-0.134, -0.216, 0.013], [-0.051, -0.011, -0.031], [0.130, 0.150, 0.013], [0.008, 0.092, -0.215], [0.034, -0.010, -0.024], [-0.310, 0.075, -0.287], [0.197, -0.100, -0.010], [0.223, -0.146, 0.142], [-0.021, -0.101, 0.085], [-0.377, -0.235, -0.015], [0.320, 0.132, 0.046], [-0.205, 0.008, 0.019], [0.183, 0.351, 0.037], [-0.084, -0.067, 0.005], [-0.062, -0.024, -0.001], [0.328, -0.108, -0.057], [-0.089, -0.120, -0.053], [-0.264, 0.146, 0.063], [0.318, 0.317, -0.314], [-0.419, -0.262, 1.219], [0.309, 0.075, -0.855], [-0.152, -0.116, -0.124], [0.029, 0.103, -0.115], [0.048, -0.036, 0.110], [-0.006, 0.049, 0.017], [0.019, 0.047, 0.037], [-0.028, 0.028, -0.029], [-0.011, -0.008, -0.079], [0.098, 0.061, -0.161], [-0.114, 0.033, 0.080], [-0.043, -0.080, 0.022], [-0.092, -0.010, -0.022], [-0.017, 0.067, -0.012], [0.069, 0.009, 0.020], [-0.031, -0.063, 0.117], [0.099, 0.041, 0.095], [0.034, 0.072, 0.034], [0.026, -0.106, 0.019], [-0.062, -0.032, -0.059], [0.048, -0.075, 0.090], [-0.036, -0.117, -0.019], [0.102, -0.048, -0.015], [0.036, 0.107, 0.015], [-0.100, 0.052, 0.028], [0.003, 0.100, -0.120], [-0.054, -0.042, 0.040], [-0.057, 0.223, 0.200], [0.079, -0.045, -0.002], [-0.036, -0.016, -0.051]], "nbo_charge": [-0.8204, 0.6831, -0.6171, -0.5200, -0.0481, -0.6105, 0.6465, -0.6194, -0.0519, -0.1958, -0.1924, -0.2320, -0.0572, 0.0532, -0.2602, -0.0813, -0.1058, -0.2675, 0.2375, -0.4013, -0.2198, -0.2046, -0.4359, 0.1777, -0.2681, -0.2419, 0.3472, -0.3306, -0.2537, -0.2500, -0.2079, -0.2221, -0.0635, 0.5190, -0.3939, -0.4009, -0.1350, 0.4045, 0.3941, 0.2205, 0.2529, 0.2370, 0.4057, 0.2375, 0.2221, 0.2312, 0.2289, 0.2289, 0.2212, 0.2187, 0.1904, 0.2154, 0.1877, 0.2152, 0.2268, 0.2284, 0.2136, 0.1810, 0.2183, 0.2225, 0.2123, 0.2298], "e_above_lowest_kj_mol": 0.4, "orbital_gap_ev": 7.441, "smiles": "NC(=O)C[C@H](NC(=O)c1cccc(Br)c1)c1ccc(N2CCN(c3ccc(F)cc3)CC2)c([N+](=O)[O-])c1", "charge": 0, "e_homo_ev": -7.8}

Going through the records in order, we get total energy values of -310.7673, -6034.2614, -226.9106, -4254.3501 Eh.
Going through the records in order, we get molar mass values of 106.17, 1073.59, 63.08, 570.42 g mol⁻¹.